Formula: C18H41N15O6
Source: the Open Molecules 2025 dataset
Level of theory: ωB97M-V with the def2-TZVPD basis set

```
80
Properties=species:S:1:pos:R:3:lowdin_charge:R:1
O -0.0528 -5.0298 1.0900 -0.008
O 1.2426 3.3121 -4.7728 0.008
O -2.9847 2.4556 -3.1371 -0.023
O 3.7078 -1.0012 -3.6465 0.009
O 4.7047 -2.0876 -0.8284 0.054
O 1.6751 -0.0038 -0.7962 0.053
N -3.8614 -1.0713 0.7837 0.022
N 2.2465 0.6848 -3.5058 0.179
N 5.5374 -2.4205 1.1844 0.156
N 3.5327 -1.7886 1.0089 0.182
N -0.3833 0.7400 -0.9471 0.216
N -4.9462 2.0744 -4.0452 0.121
N 2.8930 0.1047 -5.4391 0.154
N 1.4621 -4.0758 -0.3314 0.188
N 0.4201 4.7031 1.1201 0.001
N 0.0774 -0.8818 0.3712 0.206
N 2.0958 -5.3645 1.2673 0.158
N -0.7970 2.4093 -4.8224 0.183
N -0.1978 0.9631 5.5203 0.144
N -3.8492 0.4608 -3.1830 0.133
N -0.2358 3.4754 -3.1055 0.166
C -3.8829 1.7129 -3.4082 -0.973
C 0.5305 -0.0479 -0.4968 -0.814
C 0.1399 3.1497 -4.3076 -0.807
C 0.4051 -2.1498 3.2518 -0.113
C 0.3430 3.4035 1.3759 -0.144
C -0.4134 3.2882 2.5055 -0.161
C 0.2669 -2.5002 4.7363 -0.237
C -3.8369 0.2800 0.5756 -0.192
C -2.8995 -1.3396 1.7118 -0.175
C -1.0013 4.4619 2.8391 -0.111
C 1.0945 -4.8110 0.6891 -0.807
C 2.9806 -0.1547 -4.1653 -0.784
C -0.4438 -0.1791 5.5224 -0.216
C -2.3371 -0.1234 2.1147 -0.147
C 4.6129 -2.0547 0.3798 -0.837
C -2.8501 0.9129 1.3209 -0.117
C -0.7427 -1.6344 5.5403 -0.187
C -0.3858 5.4049 2.0208 -0.116
H -0.5711 2.3764 3.0624 0.074
H -1.7993 -1.7678 5.3081 0.113
H -0.5223 6.4652 1.8676 0.095
H -4.5344 0.6588 -0.1569 0.072
H -0.9294 -0.9622 0.3713 0.087
H 0.7134 -1.6161 0.6477 0.080
H 6.3017 -2.9598 0.8034 0.118
H 1.0252 -2.9482 2.8442 0.059
H 1.9506 1.4924 -4.0353 0.061
H -1.8011 4.6648 3.5359 0.099
H 1.2318 -2.2748 5.1904 0.103
H 0.9305 5.1801 0.3907 0.146
H -5.5831 1.3500 -4.3447 0.012
H 2.3976 -4.0812 -0.7121 0.114
H -1.5469 0.1251 2.8077 0.069
H 0.8210 2.6956 0.7149 0.108
H -4.5772 -0.1805 -3.4637 -0.028
H -0.0096 -3.5354 4.9367 0.110
H 0.7505 -3.5532 -0.8220 0.117
H -2.7690 -2.3674 2.0164 0.101
H 2.7871 -1.3001 0.5340 0.076
H -3.0571 0.1956 -2.6154 0.084
H -0.1078 1.4323 -1.6289 0.092
H -2.5934 1.9593 1.2463 0.091
H -1.2406 0.9090 -0.4406 0.080
H -1.6788 2.2819 -4.3468 0.056
H 5.3516 -2.5783 2.1645 0.104
H -0.6692 -2.0220 6.5564 0.106
H -1.1664 3.2516 -2.7831 0.072
H 0.7163 -1.1324 3.0148 0.073
H -0.6897 2.0649 -5.7658 0.114
H 3.0215 -5.2510 0.8797 0.112
H 0.4991 3.7530 -2.4707 0.113
H 1.8405 -6.0824 1.9302 0.122
H 2.4435 0.9956 -5.5952 0.091
H 3.5019 -1.8918 2.0132 0.106
H -0.5941 -2.2451 2.8269 0.049
H 3.5773 -0.3129 -6.0535 0.113
H -4.5393 -1.7289 0.4259 0.096
H 2.2621 0.6260 -2.4976 0.074
H -5.0105 3.0357 -4.3483 0.105
```

frontier orbital gap (alpha / beta)	1.90 / 8.14	eV
⟨S²⟩	0.750
energy	-53969.5589	eV
spin multiplicity	2
lowest unoccupied orbital energy (alpha / beta)	1.95 / 1.94	eV
net charge	-1

***

Formula: C7H13O
Source: the Open Molecules 2025 dataset
Level of theory: ωB97M-V with the def2-TZVPD basis set

```
21
Properties=species:S:1:pos:R:3:lowdin_charge:R:1
O 3.2059 -0.1937 -0.5636 -0.348
C -1.5401 0.3663 -0.8337 -0.168
C -0.1281 -0.0977 1.1058 0.040
C 2.1191 -0.7389 0.0066 -0.508
C 1.1211 0.3543 0.4994 -0.189
C -2.7201 -0.1901 -1.5946 -0.117
C -2.5649 -0.2692 1.3179 -0.066
C -1.4047 -0.0064 0.5562 -0.423
H -3.1294 0.5846 -0.8752 0.075
H 2.3897 -1.3884 0.8613 0.083
H 1.5773 -1.4232 -0.6779 0.090
H -3.5822 -0.0169 1.0627 0.003
H -2.8058 0.0903 -2.6376 0.054
H 5.8171 1.5825 -0.4579 0.001
H -3.0286 -1.2133 -1.3421 0.073
H 5.2075 1.1650 -0.3842 -0.011
H 1.7117 0.9643 1.1966 0.124
H -0.1689 -0.4985 2.1144 0.116
H -0.5939 0.4778 -1.3708 0.078
H -2.3807 -0.5628 2.3498 0.000
H 0.8981 1.0140 -0.3332 0.093
```

frontier orbital gap	4.79	eV
energy	-9510.8825	eV
energy relative to the best compared isomer or geometry (same formula, charge and spin)	5.5326	eV
lowest unoccupied orbital energy	2.18	eV
net charge	-1

***

Formula: C4H5N3O
Source: the Open Molecules 2025 dataset
Level of theory: ωB97M-V with the def2-TZVPD basis set

```
13
Properties=species:S:1:pos:R:3:lowdin_charge:R:1
O 0.8297 2.1101 0.2516 -0.033
N -0.2644 0.0168 0.0235 -0.075
N -1.6350 0.5095 -0.3113 0.049
N 0.0505 -1.4531 -0.0865 0.075
C -2.7757 -0.2550 0.1662 0.015
C 1.4388 -1.3570 0.0008 -0.171
C 1.8644 -0.1323 -0.2087 -0.071
C 0.7874 0.8495 -0.1308 -0.418
H 3.0653 0.0798 0.1078 0.181
H -3.5939 0.6469 -0.0806 0.119
H 2.0501 -2.4211 0.6079 0.221
H -2.8159 -1.3391 0.4037 0.046
H -0.2907 -1.9911 0.6036 0.061
```

frontier orbital gap	8.72	eV
energy	-10739.6128	eV
energy relative to the best compared isomer or geometry (same formula, charge and spin)	8.0019	eV
lowest unoccupied orbital energy	-0.39	eV

***

Formula: C9H14N2O3P
Source: the Open Molecules 2025 dataset
Level of theory: ωB97M-V with the def2-TZVPD basis set

```
29
Properties=species:S:1:pos:R:3:lowdin_charge:R:1
P 2.9336 1.9645 1.3542 0.731
O -2.0592 1.2960 2.2976 -0.032
O 2.7711 2.9447 2.4402 -0.399
O -1.9999 1.4363 4.4924 0.191
N -1.7221 0.7077 3.6728 0.083
N -0.2060 0.1667 -0.5702 -0.010
C -0.4077 -0.5717 -1.8436 -0.295
C 0.2946 -2.5916 -0.3355 -0.076
C 1.0226 0.6207 -0.2819 -0.016
C 0.2509 1.5930 1.7635 0.056
C -1.7069 -0.2032 -2.5349 -0.029
C -1.0159 1.0983 1.4588 -0.247
C -1.2110 0.3848 0.2864 0.083
C -0.2655 -2.1118 -1.6851 -0.162
C 1.2834 1.3338 0.8750 -0.253
H 0.4163 2.1658 2.6634 0.130
H 0.0672 -3.6464 -0.2340 0.084
H 3.5734 2.4076 0.1833 0.028
H -1.2399 -2.5639 -1.8376 0.113
H -1.7777 -0.8118 -3.4304 0.101
H 1.8095 0.4203 -0.9901 0.149
H -1.6894 0.8283 -2.8728 0.097
H -2.1836 -0.0058 0.0444 0.154
H 1.3723 -2.4681 -0.3225 0.078
H 0.4209 -2.4494 -2.4514 0.118
H 0.3920 -0.2464 -2.4986 0.142
H -0.1627 -2.1032 0.5197 0.067
H 3.6283 0.8146 1.7747 0.031
H -2.5886 -0.4098 -1.9377 0.083
```

frontier orbital gap	9.27	eV
energy	-27962.0943	eV
energy relative to the best compared isomer or geometry (same formula, charge and spin)	0.0000	eV
SMILES string	CC[C@@H](C)[n+]1cc(ON=O)cc([PH2]=O)c1
lowest unoccupied orbital energy	-4.63	eV
net charge	+1

***

Formula: C4H6S
Source: the Open Molecules 2025 dataset
Level of theory: ωB97M-V with the def2-TZVPD basis set

```
11
Properties=species:S:1:pos:R:3:lowdin_charge:R:1
S 0.2897 0.1064 -1.6682 0.831
C -0.5267 0.4605 -0.1393 -0.717
C 0.2640 -0.2658 0.9043 -0.035
C -1.6050 1.2069 0.0315 -0.034
C 1.3923 -1.0030 -0.7341 -0.321
H 0.9189 0.3231 1.5274 0.070
H 2.4230 -0.7032 -0.6922 0.014
H -2.0390 1.3474 1.0074 0.058
H 1.1717 -2.0507 -0.8405 0.016
H -0.1905 -1.1106 1.3962 0.069
H -2.0985 1.6889 -0.7924 0.050
```

frontier orbital gap	8.76	eV
energy	-15077.5169	eV
energy relative to the best compared isomer or geometry (same formula, charge and spin)	2.2758	eV
lowest unoccupied orbital energy	0.49	eV

***

Formula: C23H31AsN4Si2Tc
Source: the Open Molecules 2025 dataset
Level of theory: ωB97M-V with the def2-TZVPD basis set

```
62
Properties=species:S:1:pos:R:3:lowdin_charge:R:1
Tc -0.1468 -0.2163 1.3100 1.165
As 1.0201 0.3770 -0.5938 0.833
Si 2.2300 -1.0803 -2.2412 0.389
Si 1.4381 2.7220 -1.3882 0.380
N -0.4852 -0.6434 4.1424 0.127
N -1.8957 -0.9250 0.5852 -0.121
N 1.1524 0.4205 2.8244 -0.084
N -1.0389 -0.8194 2.9972 -0.135
C 1.7275 -2.8602 -1.9072 -0.212
C -2.4149 -0.7793 -0.7395 -0.332
C -4.0859 -2.7425 3.6592 -0.033
C 2.9744 1.5430 3.8988 -0.014
C 2.4764 1.2086 5.1554 0.003
C 0.1077 2.9405 -2.6898 -0.200
C 1.1910 3.7852 0.1450 -0.218
C 3.2050 2.7772 -2.0139 -0.206
C 1.5439 -0.4382 -3.8673 -0.203
C -2.2109 -1.4958 2.8791 -0.199
C -3.4203 -0.5816 -3.3267 -0.057
C -2.9203 -2.0934 3.9389 0.014
C 1.3248 0.4513 5.2380 0.038
C -1.7384 -1.3691 -1.8041 -0.079
C 2.2913 1.1349 2.7743 -0.125
C 4.0327 -0.8153 -1.7974 -0.203
C -4.5544 -2.8247 2.3280 -0.006
C 0.6800 0.0771 4.0635 -0.305
C -3.8772 -2.2514 1.2817 0.012
C -4.0877 0.0245 -2.2715 -0.051
C -2.2425 -1.2764 -3.0913 -0.070
C -2.6832 -1.5410 1.5271 -0.201
C -3.5890 -0.0696 -0.9821 -0.033
H 3.9065 2.4179 -1.2601 0.031
H -3.8218 -0.5205 -4.3291 0.117
H -5.0087 0.5625 -2.4508 0.119
H 2.6544 1.3808 1.7866 0.083
H 4.6620 -1.4550 -2.4206 0.052
H 2.9832 1.5393 6.0516 0.133
H 0.1756 3.9395 -3.1264 0.051
H 0.3988 3.3970 0.7871 0.018
H -5.4685 -3.3672 2.1267 0.128
H -4.1024 0.4089 -0.1566 0.126
H 1.5826 -3.0580 -0.8436 0.030
H 3.8891 2.1072 3.7894 0.126
H 0.8931 0.1425 6.1789 0.134
H -4.2452 -2.3596 0.2740 0.124
H 2.1083 3.8649 0.7307 0.031
H 3.4770 3.8103 -2.2439 0.052
H -4.6445 -3.2183 4.4528 0.124
H 0.2034 2.2159 -3.4989 0.019
H -0.8508 -1.9514 -1.5872 0.070
H 4.3700 0.2091 -1.9326 0.009
H 3.3378 2.1944 -2.9258 0.026
H 4.2016 -1.1039 -0.7580 0.039
H -1.7277 -1.7730 -3.9042 0.113
H -0.8854 2.8336 -2.2501 0.037
H 2.0650 0.4506 -4.2259 0.032
H 1.6334 -1.2040 -4.6404 0.051
H 0.8186 -3.1427 -2.4393 0.028
H -2.5250 -2.0303 4.9427 0.123
H 2.5200 -3.5281 -2.2535 0.048
H 0.9116 4.7983 -0.1523 0.046
H 0.4840 -0.1996 -3.7555 0.008
```

frontier orbital gap (alpha / beta)	5.58 / 5.15	eV
⟨S²⟩	4.215
energy	-109092.8892	eV
spin multiplicity	4
lowest unoccupied orbital energy (alpha / beta)	-7.82 / -8.41	eV
net charge	+2